Record 1
This record from the OMol25 dataset describes 2 unconnected molecules or ions with the total composition C11H7F7NO9PS in a non-equilibrium geometry. The level of theory is ωB97M-V/def2-TZVPD.

Orbital gap: 5.623 eV
Charge: -2

```
37
Properties=species:S:1:pos:R:3:nbo_charge:R:1
C 2.2167 1.0318 -1.4204 -1.0963
P 1.9808 2.7790 -1.6338 1.3266
O 1.3279 3.0992 -0.1946 -1.0096
O 0.5956 2.6670 -2.7523 -0.7577
C -0.6335 2.6708 -2.3076 0.9211
O -1.5263 3.3929 -2.5844 -0.5367
N -0.8061 1.4940 -1.3750 -0.7863
C -1.6766 1.7894 -0.2323 0.7503
F -2.9905 1.6305 -0.5343 -0.3271
F -1.5052 3.0801 0.0968 -0.3045
C -1.2972 0.9095 1.0272 0.4611
F -2.3810 0.2060 1.4261 -0.3332
F -0.9587 1.7514 2.0332 -0.3249
S -1.2341 0.1920 -2.4187 2.1886
O -0.0258 -0.2228 -3.0453 -0.8905
O -2.3653 0.5109 -3.2321 -0.9032
C -1.7537 -1.2826 -1.3864 0.7737
F -2.9743 -1.1404 -0.8928 -0.2970
F -1.7630 -2.2642 -2.2825 -0.3041
F -0.8871 -1.5511 -0.4402 -0.2639
H 1.7983 0.4669 -2.2508 0.2765
H 3.2822 0.8012 -1.3842 0.2366
H 1.7406 0.6951 -0.4939 0.3336
H 1.0369 2.2926 0.2700 0.5349
H -0.4396 0.2602 0.8430 0.2312
C 0.5579 -0.9950 2.9093 -0.5483
C 1.1542 -0.6986 1.6889 0.3864
C 1.5590 -1.9164 0.7843 0.4098
O 2.0157 -1.7090 -0.3648 -0.7137
C 1.3483 -3.2101 1.2943 -0.5630
C 0.7615 -3.5201 2.5388 0.4074
C 0.2902 -2.3057 3.3979 0.4544
O -0.3025 -2.5118 4.4617 -0.6391
O 0.5866 -4.6615 2.9896 -0.6777
O 1.3445 0.4731 1.2523 -0.8016
H 0.2459 -0.1806 3.5592 0.1969
H 1.6779 -4.0239 0.6538 0.1893
```

Record 2
This record from the OMol25 dataset describes a molecular structure, C5H6O in a non-equilibrium geometry. The level of theory is ωB97M-V/def2-TZVPD.

Relative energy (zero: lowest compared OMol25 entry of this formula, charge and spin): 575.6 kJ/mol
Orbital gap: 9.256 eV

```
12
Properties=species:S:1:pos:R:3:nbo_charge:R:1
C 1.1220 -0.5084 0.1117 -0.4247
C -0.2641 -0.6265 0.7254 -0.2380
C -0.5787 0.8657 0.8630 0.0602
O -1.8000 0.8117 0.1319 -0.5312
C -0.9935 -0.1728 -0.5541 0.0727
C 0.3640 0.5097 -0.7090 -0.2193
H 1.4788 -1.3848 -0.4304 0.2031
H 1.9130 -0.1252 0.7718 0.1990
H -0.6481 -1.3753 1.4176 0.2211
H 0.1614 1.6211 0.5337 0.2699
H -1.5095 -0.7403 -1.3331 0.1743
H 0.7548 1.1250 -1.5285 0.2129
```

Record 3
This record from the OMol25 dataset describes 2 unconnected molecules or ions with the total composition C3H3Br2F in a non-equilibrium geometry. The level of theory is ωB97M-V/def2-TZVPD.

Relative energy (zero: lowest compared OMol25 entry of this formula, charge and spin): 342.9 kJ/mol
Orbital gap (alpha / beta): 3.169 / 3.149 eV

```
9
Properties=species:S:1:pos:R:3:nbo_charge:R:1
C -1.7981 0.0333 -0.5622 -0.1538
C -0.4088 -0.1393 -0.6868 -0.2908
C 0.5594 0.0276 0.3533 0.4860
F 0.2917 0.5498 1.5108 -0.2226
Br 3.8584 0.3443 2.4422 -0.6888
Br 0.4151 -0.8998 -2.2378 0.1417
H -2.1332 0.3487 0.3283 0.2119
H -2.4633 -0.1938 -1.4620 0.2488
H 1.6788 -0.0708 0.3143 0.2675
```

Record 4
This record from the OMol25 dataset describes 17 unconnected molecules or ions with the total composition C22H78N10O17 in a non-equilibrium geometry. The level of theory is ωB97M-V/def2-TZVPD.

Relative energy (zero: lowest compared OMol25 entry of this formula, charge and spin): 0.0 kJ/mol
Orbital gap: 9.197 eV

```
127
Properties=species:S:1:pos:R:3:lowdin_charge:R:1
C -10.7500 19.1410 0.3870 -0.0711
C -11.1260 18.8390 1.8490 -0.2776
O -10.5510 19.7510 2.7420 -0.0738
H -10.8770 18.1830 -0.1800 0.1011
H -9.7070 19.1930 0.4740 0.0434
H -11.1220 20.0900 -0.0300 0.0580
H -10.6810 17.8930 2.0590 0.1091
H -12.2280 18.8250 1.9510 0.1022
H -9.6250 19.7460 2.8590 0.0858
C -9.0200 21.8030 -0.4770 -0.0563
C -10.1450 22.5900 -1.1440 -0.3317
O -10.0300 22.5020 -2.5200 -0.0936
H -9.2360 21.6020 0.5770 0.0581
H -8.0800 22.3850 -0.4520 0.0880
H -8.9660 20.8270 -0.9420 0.0582
H -10.2360 23.6140 -0.8280 0.0898
H -11.1260 22.2060 -0.7670 0.0902
H -10.6960 23.0650 -2.9230 0.0354
C -16.5810 23.5930 -6.3860 -0.0634
C -16.1150 22.4970 -5.4310 -0.3045
O -16.7870 22.6660 -4.1760 -0.1039
H -16.4030 24.5640 -5.8870 0.0699
H -17.6360 23.4980 -6.5980 0.0690
H -15.9220 23.7520 -7.2750 0.0778
H -15.0940 22.6070 -5.1300 0.0591
H -16.2280 21.4980 -5.7200 0.0874
H -16.5130 21.8680 -3.6860 0.0215
C -13.3280 21.1870 4.5820 -0.0567
C -14.3120 21.0610 3.4650 -0.3719
O -14.4890 19.7690 3.0010 -0.0987
H -12.4750 20.5440 4.2890 0.0781
H -13.7440 20.7590 5.4810 0.0741
H -13.0660 22.1990 4.7570 0.0646
H -14.1020 21.6310 2.5390 0.0801
H -15.3040 21.5420 3.7390 0.1257
H -14.9420 19.8070 2.1410 -0.0200
C -14.7770 24.0740 1.1940 -0.0974
C -14.8490 25.5310 1.0020 -0.2715
O -14.2490 26.0240 2.2350 -0.0680
H -13.8190 23.6360 0.9650 0.0432
H -15.5370 23.4790 0.6550 0.0685
H -14.9620 23.7740 2.1910 0.0654
H -15.9250 25.7740 1.0080 0.1150
H -14.4750 25.9360 0.0620 0.0866
H -14.6230 26.8650 2.4500 0.0645
C -10.4780 19.2740 -3.9640 -0.6113
O -11.2070 18.2710 -4.5260 -0.1179
N -10.9860 20.0120 -3.0410 0.1561
N -9.3510 19.7470 -4.4190 0.1712
H -11.8150 19.6730 -2.5030 0.0705
H -10.5780 20.9090 -2.6990 0.0806
H -8.8730 19.1290 -5.1430 0.1535
H -8.7020 20.3370 -3.9000 0.1188
C -14.0200 18.2230 -2.7260 -0.5329
O -13.0800 18.7680 -1.8950 -0.1011
N -15.2030 17.9070 -2.2980 0.1588
N -13.8390 18.0160 -4.0070 0.2154
H -15.4900 17.9840 -1.3440 0.0515
H -15.8120 17.2560 -2.8400 0.1662
H -12.8900 18.1290 -4.3660 0.0555
H -14.6150 17.6830 -4.5370 0.1194
C -17.1070 19.1190 0.5950 -0.6351
O -18.3780 19.5330 0.5980 -0.0444
N -16.7200 17.9890 0.1120 0.1347
N -16.1100 19.8380 1.0420 0.1052
H -17.4460 17.4410 -0.3800 0.1528
H -15.8570 17.4400 0.3860 0.0928
H -16.4810 20.6840 1.5180 0.1606
H -15.4720 20.1960 0.2960 0.1031
C -12.1760 24.6960 -4.5320 -0.5924
O -12.0200 24.1900 -3.2490 -0.1015
N -12.8110 24.0320 -5.4690 0.1685
N -11.6510 25.7410 -5.0460 0.1538
H -13.1490 23.1200 -5.0650 0.0896
H -13.0470 24.4870 -6.3570 0.1315
H -11.0640 26.4560 -4.5400 0.1557
H -11.5290 25.8890 -6.0690 0.1394
C -13.7440 16.6990 0.8930 -0.6501
O -12.6850 15.9280 0.4880 -0.0934
N -14.7250 16.2450 1.6060 0.1547
N -14.0410 17.8580 0.4570 0.1327
H -14.4510 15.3150 2.0470 0.1657
H -15.2380 16.8220 2.1780 0.0803
H -13.4990 18.1480 -0.3450 0.0598
H -14.7180 18.5980 0.8030 0.0949
C -11.3390 23.0920 2.0070 -0.1367
O -11.8110 21.8770 1.5850 -0.1432
H -11.9440 23.5390 2.7870 0.0819
H -11.3820 23.6800 1.1270 0.0487
H -10.3650 22.9720 2.4840 0.1005
H -11.4090 21.1370 2.0100 0.0161
C -17.6150 23.4420 -0.9910 -0.1619
O -18.8640 23.8850 -1.5510 -0.1163
H -16.8440 23.3470 -1.7960 0.0553
H -17.7270 22.6390 -0.2650 0.0766
H -17.1940 24.2980 -0.4070 0.0595
H -18.7360 24.4100 -2.3500 0.0733
C -14.9170 25.2630 -2.4830 -0.1588
O -14.5310 26.6330 -2.5590 -0.1203
H -15.9870 25.1980 -2.3030 0.0645
H -14.2840 24.7480 -1.7240 0.0652
H -14.7480 24.6630 -3.4020 0.0732
H -14.5510 26.8700 -3.5010 0.0811
C -17.5310 20.0470 -2.6230 -0.1279
O -16.1760 20.4670 -2.6870 -0.1600
H -18.0820 20.7320 -1.9570 0.0885
H -17.6150 19.0450 -2.1950 0.0522
H -18.0110 19.8790 -3.6160 0.0981
H -15.6020 19.6890 -2.4760 0.0512
C -13.8100 21.8500 -1.2650 -0.1180
O -14.0160 20.9760 -0.1830 -0.1267
H -13.3180 22.7940 -0.9520 0.0776
H -14.7730 22.1600 -1.6670 0.0717
H -13.2370 21.3730 -2.0530 0.0559
H -13.3990 21.1880 0.5030 0.0372
C -11.6120 26.1500 -0.7760 -0.1657
O -11.3630 27.2360 0.0800 -0.0776
H -11.9700 25.2990 -0.1890 0.0720
H -10.7550 25.8620 -1.2920 0.0521
H -12.3180 26.3830 -1.5170 0.0398
H -10.8690 27.8460 -0.4310 0.0527
C -13.3130 20.6640 -5.6370 -0.1685
O -13.1070 21.3020 -4.4190 -0.1366
H -13.3230 21.3280 -6.5260 0.0869
H -14.3600 20.2340 -5.6610 0.0810
H -12.6170 19.8680 -5.7570 0.0589
H -12.4110 20.8810 -3.9170 0.0233
```

Record 5
This record from the OMol25 dataset describes a molecular structure, C18H18N5OsS2. The level of theory is ωB97M-V/def2-TZVPD.

2S+1: 5
<S²>: 6.03
Orbital gap (alpha / beta): 8.222 / 6.336 eV
Charge: +1

```
44
Properties=species:S:1:pos:R:3:mulliken_spin:R:1
Os -0.1352 -0.4009 -1.3476 2.6967
C -2.3438 1.6263 -0.6333 0.0048
N -0.9478 1.3334 -0.1816 0.0961
C -0.9978 0.9772 1.2793 -0.0107
C 0.0718 -0.0032 1.7044 -0.0237
N 0.0163 -1.2286 0.8861 0.2026
C -1.1609 -2.0736 1.1951 0.0057
C 1.2334 -2.0209 0.9560 0.0014
C 1.8815 -2.2490 2.1579 0.0036
C 3.0145 -3.0502 2.1975 0.0342
C 3.4930 -3.6395 1.0350 -0.0162
C 2.8424 -3.4227 -0.1687 0.0259
C 1.7175 -2.6053 -0.2098 0.0213
S 0.8959 -2.3772 -1.7538 0.4117
C -0.0713 2.5104 -0.3777 0.0133
C -0.5330 3.7904 -0.1066 -0.0147
C 0.3173 4.8769 -0.2402 0.0295
C 1.6347 4.6851 -0.6355 -0.0139
C 2.0948 3.4077 -0.9046 0.0375
C 1.2425 2.3148 -0.7787 -0.0125
S 1.8546 0.7010 -1.1638 0.2651
H -2.8074 2.3711 0.0121 0.0021
H -2.9264 0.7131 -0.5874 0.0019
H -2.3247 1.9930 -1.6558 -0.0042
H -1.9900 0.5796 1.4873 -0.0038
H -0.8840 1.8916 1.8602 0.0008
H -0.0891 -0.2269 2.7634 -0.0036
H 1.0634 0.4311 1.5949 0.0000
H -1.1318 -2.4063 2.2358 -0.0017
H -1.1519 -2.9439 0.5431 -0.0040
H -2.0815 -1.5215 1.0166 0.0027
H 1.5065 -1.8058 3.0726 0.0004
H 3.5168 -3.2178 3.1409 0.0012
H 4.3736 -4.2674 1.0633 -0.0004
H 3.2077 -3.8732 -1.0836 -0.0031
H -1.5533 3.9571 0.2145 0.0006
H -0.0538 5.8715 -0.0332 0.0016
H 2.3012 5.5310 -0.7431 -0.0005
H 3.1154 3.2436 -1.2281 0.0004
N -1.8479 -0.9290 -2.1252 0.0323
C -2.7747 -1.2821 -2.8024 0.0474
N -3.7328 -1.5150 -3.5020 0.1359
C -4.5559 -2.4739 -3.8911 -0.0257
N -5.2997 -3.2719 -4.2621 0.0622
```

Record 6
This record from the OMol25 dataset describes 2 unconnected molecules or ions with the total composition C5H8N in a non-equilibrium geometry. The level of theory is ωB97M-V/def2-TZVPD.

Relative energy (zero: lowest compared OMol25 entry of this formula, charge and spin): 1074.2 kJ/mol
Orbital gap: 8.069 eV
Charge: +1

```
14
Properties=species:S:1:pos:R:3:nbo_charge:R:1
C 0.9899 -0.1662 0.8767 -0.3818
C 1.9217 -0.6390 1.5709 0.4170
C -0.1664 -0.6514 0.1857 0.2432
C -1.3017 -1.5548 0.5666 -0.6532
C 0.6543 1.6287 -0.9059 -0.4204
N 0.1073 0.7472 0.0934 -0.3341
H 0.9368 -1.2533 -1.4080 0.1108
H -1.9922 -1.7063 -0.2261 0.2752
H -1.8851 -0.7450 1.1693 0.2367
H -0.9184 -2.4426 1.0883 0.2943
H 0.0399 1.6219 -1.7819 0.2521
H 0.5697 2.5906 -0.4631 0.2462
H 1.6069 1.2730 -1.3536 0.2704
H -0.5627 1.2971 0.5875 0.4436
```

Total energy, record by record: -2593.94631 -269.12701 -5363.82935 -2711.45510 -1857.25556 -249.41599 a.u.